Entry 1:
4 unconnected molecules or ions with the total composition C38H92BI2N10O8P3. Source: the Open Molecules 2025 dataset; level of theory: the ωB97M-V functional and the def2-TZVPD basis.

For the total energy, the calculation gives -116923.97345 eV. For the LUMO energy, the calculation gives 0.42 eV. The value obtained for the HOMO-LUMO gap is 0.32247 Ha. The SMILES is COCCCCC[C@@]1(CCCI)[C@@](O)(C[C@@H](C)I)NC(=O)[C@@]1(C[C@H](C)O)B(C)O.CN(C)P(=O)(N(C)C)N(C)C.CN(C)P(=O)(N(C)C)N(C)C.CN(C)P(=O)(N(C)C)N(C)C.

```
! wB97M-V def2-TZVPD RIJCOSX def2/J DEFGRID3
* xyz 0 1
C 6.791 -3.159 0.245
O 6.394 -1.904 0.754
C 5.959 -1.004 -0.267
C 5.328 0.202 0.424
C 3.798 0.346 0.263
C 3.063 0.082 1.591
C 1.633 -0.523 1.620
C 0.935 -0.952 0.322
C 1.657 -2.054 -0.481
C 2.720 -2.865 0.271
C 2.966 -4.188 -0.430
I 4.051 -3.860 -2.228
C -0.414 -1.650 0.771
O -1.165 -2.062 -0.394
C -0.346 -2.912 1.623
C -1.739 -3.513 1.924
C -1.978 -4.850 1.198
I -1.955 -3.890 4.051
N -1.248 -0.564 1.273
C -1.064 0.421 0.251
O -1.852 1.310 0.069
C 0.254 0.198 -0.502
C 0.123 -0.088 -2.016
C -1.021 0.605 -2.743
C -1.318 -0.155 -4.045
O -0.692 1.946 -3.120
B 0.945 1.686 -0.371
C 0.917 2.633 0.891
O 1.611 2.150 -1.485
H 5.941 -3.840 0.157
H 7.312 -3.048 -0.710
H 7.499 -3.591 0.952
H 5.221 -1.514 -0.895
H 6.831 -0.724 -0.866
H 5.616 0.170 1.475
H 5.787 1.095 -0.003
H 3.659 1.391 -0.007
H 3.462 -0.243 -0.588
H 3.708 -0.546 2.208
H 3.031 1.030 2.128
H 1.645 -1.372 2.302
H 0.983 0.200 2.110
H 0.962 -2.768 -0.917
H 2.176 -1.592 -1.325
H 3.652 -2.310 0.372
H 2.396 -3.123 1.282
H 3.489 -4.893 0.210
H 2.036 -4.678 -0.711
H -2.094 -1.904 -0.188
H 0.221 -3.681 1.103
H 0.160 -2.764 2.576
H -2.543 -2.825 1.685
H -1.210 -5.021 0.444
H -1.916 -5.685 1.889
H -2.939 -4.862 0.687
H -1.067 -0.226 2.215
H -0.077 -1.148 -2.140
H 1.074 0.085 -2.517
H -1.947 0.587 -2.171
H -2.272 0.148 -4.473
H -0.512 0.075 -4.745
H -1.306 -1.235 -3.901
H -1.419 2.510 -2.842
H 1.346 3.600 0.616
H 1.520 2.278 1.726
H -0.080 2.828 1.275
H 2.509 2.430 -1.269
C 3.668 0.283 -5.348
N 3.501 1.066 -4.137
C 2.094 1.425 -3.959
P 4.544 2.230 -3.506
O 4.281 2.245 -2.045
N 6.196 1.671 -3.565
C 6.487 0.272 -3.848
C 6.956 2.103 -2.395
N 4.654 3.314 -4.847
C 5.741 3.177 -5.801
C 4.502 4.725 -4.445
H 3.460 0.856 -6.265
H 2.947 -0.536 -5.305
H 4.642 -0.183 -5.435
H 1.767 2.177 -4.693
H 1.913 1.819 -2.960
H 1.470 0.538 -4.074
H 5.888 -0.424 -3.245
H 7.542 0.078 -3.644
H 6.350 0.036 -4.902
H 6.775 1.474 -1.516
H 6.707 3.127 -2.121
H 8.022 2.074 -2.633
H 6.728 3.371 -5.375
H 5.558 3.902 -6.598
H 5.742 2.193 -6.268
H 5.366 5.093 -3.876
H 3.614 4.846 -3.822
H 4.374 5.358 -5.323
C -0.919 4.830 5.388
N -1.178 3.796 4.410
C -2.032 4.276 3.327
P -1.412 2.160 4.741
O -0.992 1.448 3.512
N -0.238 1.581 5.897
C 0.923 2.372 6.274
C 0.172 0.230 5.531
N -2.745 2.230 5.828
C -2.510 2.243 7.263
C -3.799 1.251 5.490
H -1.814 5.119 5.959
H -0.562 5.719 4.864
H -0.136 4.554 6.082
H -3.066 4.442 3.662
H -2.047 3.558 2.505
H -1.639 5.215 2.933
H 1.456 2.795 5.410
H 1.620 1.741 6.828
H 0.658 3.179 6.956
H 0.924 0.216 4.733
H -0.687 -0.345 5.183
H 0.581 -0.291 6.400
H -2.060 1.324 7.643
H -3.483 2.378 7.741
H -1.895 3.091 7.560
H -3.487 0.218 5.689
H -4.058 1.325 4.432
H -4.704 1.455 6.062
C -5.715 -0.139 -2.156
N -6.043 -0.530 -0.801
C -4.936 -0.268 0.105
P -6.952 -1.878 -0.331
O -7.543 -1.517 0.975
N -8.367 -2.055 -1.337
C -8.786 -0.978 -2.224
C -9.517 -2.527 -0.568
N -6.026 -3.140 -1.069
C -6.387 -3.628 -2.390
C -5.791 -4.273 -0.155
H -4.930 -0.766 -2.608
H -5.346 0.889 -2.139
H -6.579 -0.138 -2.807
H -4.098 -0.963 -0.069
H -5.255 -0.371 1.142
H -4.564 0.749 -0.018
H -8.815 0.002 -1.729
H -9.785 -1.197 -2.604
H -8.150 -0.911 -3.106
H -10.013 -1.724 -0.012
H -9.222 -3.289 0.152
H -10.240 -2.979 -1.251
H -7.362 -4.121 -2.424
H -5.621 -4.350 -2.683
H -6.365 -2.830 -3.131
H -6.705 -4.846 0.046
H -5.406 -3.911 0.802
H -5.044 -4.950 -0.573
*
```


Entry 2:
2 unconnected molecules or ions with the total composition C10H11F2NO. Source: the Open Molecules 2025 dataset; level of theory: the ωB97M-V functional and the def2-TZVPD basis.

For the total energy, the calculation gives -19517.45469 eV. For the LUMO energy, the calculation gives 0.69 eV. The value obtained for the HOMO-LUMO gap is 0.34563 Ha. As for the relative energy (zero: lowest compared OMol25 entry of this formula, charge and spin): 209.8 kJ/mol. The SMILES is Cc1ccc(C#[N+][O-])cc1.CC(F)F.

```
! wB97M-V def2-TZVPD RIJCOSX def2/J DEFGRID3
* xyz 0 1
C 4.136 -0.394 0.493
C 2.768 0.167 0.037
C 1.960 0.724 0.971
C 0.678 1.186 0.636
C 0.171 1.023 -0.638
C -1.228 1.414 -0.839
N -2.282 1.887 -0.931
O -3.405 2.258 -0.859
C 1.037 0.408 -1.590
C 2.276 0.051 -1.246
H 4.144 -1.003 1.298
H 4.572 -0.868 -0.366
H 4.721 0.441 0.728
H 2.225 0.880 2.047
H 0.090 1.677 1.417
H 0.764 0.255 -2.521
H 2.895 -0.563 -1.942
C -3.984 -1.328 0.364
C -2.522 -0.947 0.506
F -1.844 -1.886 1.134
F -1.977 -0.935 -0.773
H -4.598 -0.612 -0.174
H -3.861 -2.243 -0.175
H -4.336 -1.611 1.450
H -2.400 0.021 0.972
*
```


Entry 3:
3 unconnected molecules or ions with the total composition C19H40B3BrF9NO12P2S. Source: the Open Molecules 2025 dataset; level of theory: the ωB97M-V functional and the def2-TZVPD basis.

For the total energy, the calculation gives -172350.15047 eV. For the LUMO energy, the calculation gives -2.81 eV. The value obtained for the HOMO-LUMO gap is 0.26526 Ha. The SMILES is CC(=O)N(C)B1OB(Br)OB(CCC(F)(F)C(F)(F)S(F)(F)(F)(F)F)O1.CCOP(=O)(OCC)OCC.CCOP(=O)(OCC)OCC.

```
! wB97M-V def2-TZVPD RIJCOSX def2/J DEFGRID3
* xyz 0 1
C 0.094 -5.791 -5.475
C 0.430 -4.263 -4.984
O 1.423 -3.598 -5.630
N -0.277 -3.501 -3.884
C -1.217 -4.402 -3.082
B -1.001 -2.283 -4.442
O -1.349 -1.215 -3.447
B -2.668 -0.604 -3.803
Br -3.821 -0.069 -2.212
O -3.101 -0.381 -5.227
B -2.776 -1.639 -5.976
C -3.930 -2.512 -6.823
C -4.631 -3.506 -5.723
C -5.045 -4.994 -6.317
F -6.043 -4.913 -7.449
F -3.784 -5.478 -7.001
C -5.387 -6.121 -5.198
F -5.591 -7.425 -5.933
F -4.126 -6.335 -4.395
S -6.752 -5.769 -3.997
F -7.709 -7.009 -4.776
F -6.120 -7.045 -2.994
F -5.845 -4.670 -3.050
F -7.497 -4.560 -4.941
F -8.033 -5.601 -2.869
O -1.358 -2.100 -5.889
H 0.220 -6.616 -4.642
H 0.852 -6.040 -6.349
H -0.991 -5.838 -5.970
H -0.722 -5.437 -2.804
H -2.149 -4.594 -3.775
H -1.552 -3.862 -2.082
H -3.343 -3.049 -7.680
H -4.683 -1.760 -7.338
H -3.863 -3.714 -4.835
H -5.555 -2.910 -5.273
C -0.825 3.313 3.566
C -0.190 2.804 2.287
O 0.101 1.412 2.354
P -1.087 0.282 2.049
O -1.518 0.987 0.740
O -0.098 -0.837 1.315
C -0.362 -1.271 -0.009
C 0.467 -0.477 -1.004
O -0.604 -0.505 3.512
C -0.092 0.111 4.674
C -1.204 0.429 5.646
H -1.777 2.809 3.752
H -1.011 4.389 3.503
H -0.176 3.129 4.429
H -0.821 3.050 1.429
H 0.765 3.321 2.130
H -1.432 -1.215 -0.235
H -0.081 -2.328 -0.071
H 0.337 0.602 -0.879
H 0.201 -0.743 -2.031
H 1.534 -0.678 -0.856
H 0.529 0.983 4.468
H 0.581 -0.616 5.144
H -1.988 1.027 5.174
H -0.817 0.969 6.515
H -1.680 -0.493 5.995
C 6.225 5.979 6.610
C 5.590 4.651 6.247
O 4.750 4.757 5.103
P 5.399 4.706 3.568
O 6.229 3.438 3.886
O 4.131 3.899 2.855
C 4.345 2.659 2.200
C 4.034 1.503 3.135
O 4.472 6.123 3.214
C 4.126 7.153 4.114
C 5.151 8.263 4.077
H 6.860 6.338 5.795
H 6.841 5.880 7.509
H 5.464 6.742 6.800
H 6.361 3.887 6.121
H 4.955 4.319 7.079
H 5.363 2.597 1.800
H 3.667 2.619 1.341
H 4.579 1.581 4.079
H 4.285 0.547 2.666
H 2.969 1.498 3.391
H 3.944 6.803 5.130
H 3.166 7.558 3.774
H 6.159 7.882 4.256
H 4.921 9.029 4.824
H 5.164 8.736 3.090
*
```


Entry 4:
A molecular structure, C42H62N6O5Sn. Source: the Open Molecules 2025 dataset; level of theory: the ωB97M-V functional and the def2-TZVPD basis.

For the total energy, the calculation gives -69568.48613 eV. For the LUMO energy, the calculation gives -1.29 eV. The value obtained for the HOMO-LUMO gap is 0.21449 Ha.

```
! wB97M-V def2-TZVPD RIJCOSX def2/J DEFGRID3
* xyz 0 1
Sn -2.077 1.279 -0.164
C -4.125 2.685 -2.664
N -2.780 3.041 -2.238
C -2.734 4.453 -1.896
C -1.837 2.704 -3.296
C -0.387 2.710 -2.824
N -0.033 1.622 -1.909
C 0.167 0.411 -2.714
C 0.534 -0.880 -2.035
C 1.581 -1.609 -2.566
C 1.818 -2.927 -2.195
C 1.011 -3.448 -1.198
C -0.026 -2.748 -0.595
C -0.316 -1.442 -1.058
O -1.391 -0.777 -0.685
C -0.801 -3.505 0.482
C -1.472 -4.730 -0.163
C 0.186 -3.964 1.568
C -1.901 -2.708 1.181
C 2.858 -3.747 -2.944
C 4.237 -3.091 -2.807
C 2.445 -3.800 -4.424
C 2.968 -5.187 -2.436
C 1.204 1.994 -1.210
C 1.575 1.257 0.049
C 2.833 0.705 0.159
C 3.325 0.268 1.386
C 2.470 0.325 2.474
C 1.179 0.832 2.418
C 0.732 1.364 1.184
O -0.394 2.028 1.062
C 0.403 0.845 3.736
C 0.333 -0.585 4.299
C -1.040 1.346 3.645
C 1.140 1.755 4.735
C 4.776 -0.167 1.503
C 5.671 1.029 1.141
C 5.168 -0.624 2.912
C 5.027 -1.327 0.535
H -4.424 3.250 -3.556
H -4.834 2.888 -1.864
H -4.157 1.620 -2.885
H -2.897 5.092 -2.776
H -1.772 4.702 -1.453
H -3.511 4.661 -1.163
H -1.929 3.416 -4.135
H -2.101 1.711 -3.665
H -0.196 3.656 -2.320
H 0.260 2.680 -3.716
H 0.936 0.624 -3.479
H -0.781 0.230 -3.234
H 2.192 -1.149 -3.330
H 1.184 -4.466 -0.890
H -0.745 -5.413 -0.594
H -2.147 -4.407 -0.952
H -2.049 -5.273 0.583
H 0.934 -4.646 1.176
H -0.351 -4.478 2.362
H 0.699 -3.104 1.992
H -2.695 -2.450 0.488
H -1.513 -1.788 1.614
H -2.328 -3.314 1.979
H 4.237 -2.083 -3.210
H 4.981 -3.674 -3.345
H 4.522 -3.047 -1.759
H 2.407 -2.804 -4.857
H 1.459 -4.249 -4.517
H 3.153 -4.394 -4.997
H 3.284 -5.212 -1.396
H 3.713 -5.718 -3.027
H 2.021 -5.711 -2.540
H 1.083 3.040 -0.902
H 2.047 1.941 -1.917
H 3.448 0.656 -0.729
H 2.831 -0.026 3.426
H -0.169 -1.239 3.590
H -0.235 -0.585 5.228
H 1.317 -0.995 4.509
H -1.623 0.738 2.952
H -1.073 2.379 3.316
H -1.504 1.280 4.629
H 2.153 1.408 4.922
H 0.607 1.775 5.685
H 1.195 2.770 4.347
H 5.480 1.858 1.820
H 5.486 1.369 0.127
H 6.720 0.751 1.224
H 5.057 0.182 3.634
H 6.215 -0.923 2.908
H 4.575 -1.477 3.232
H 4.849 -1.019 -0.490
H 4.355 -2.150 0.767
H 6.054 -1.677 0.615
N -3.457 -0.864 -2.888
C -4.786 -1.312 -2.484
C -5.205 -0.429 -1.320
O -5.965 0.497 -1.385
O -4.565 -0.794 -0.208
H -3.137 -1.433 -3.665
H -2.804 -1.015 -2.117
H -4.831 -2.366 -2.169
H -5.480 -1.151 -3.313
O -4.102 -0.208 1.870
N -4.538 0.235 0.856
N -0.691 6.792 3.505
C -1.527 6.079 3.179
C -2.566 5.210 2.768
C -3.830 5.256 3.360
C -4.794 4.374 2.909
C -4.469 3.489 1.889
N -3.275 3.458 1.314
C -2.346 4.291 1.740
H -4.029 5.960 4.157
H -5.781 4.359 3.349
H -5.184 2.773 1.509
H -1.382 4.205 1.263
*
```


Entry 5:
2 unconnected molecules or ions with the total composition CH3ClFN. Source: the Open Molecules 2025 dataset; level of theory: the ωB97M-V functional and the def2-TZVPD basis.

For the total energy, the calculation gives -17809.38648 eV. For the LUMO energy (alpha / beta), the calculation gives -1.04 / 0.19 eV. The value obtained for the HOMO-LUMO gap (alpha / beta) is 0.28565 / 0.38537 Ha. As for the relative energy (zero: lowest compared OMol25 entry of this formula, charge and spin): 454.5 kJ/mol.

```
! wB97M-V def2-TZVPD RIJCOSX def2/J DEFGRID3
* xyz 0 1
C 1.281 -0.755 -0.244
N -1.578 0.600 -0.033
F -1.245 1.877 -0.277
Cl -2.297 0.482 1.459
H 1.886 -0.129 -0.902
H 1.119 -0.331 0.686
H 0.834 -1.744 -0.689
*
```


Entry 6:
A single C3H4N4 molecule. Source: the Open Molecules 2025 dataset; level of theory: the ωB97M-V functional and the def2-TZVPD basis.

For the total energy, the calculation gives -9135.05090 eV. For the LUMO energy, the calculation gives 0.18 eV. The value obtained for the HOMO-LUMO gap is 0.35282 Ha. As for the relative energy (zero: lowest compared OMol25 entry of this formula, charge and spin): 174.3 kJ/mol. The SMILES is Nc1cncnn1.

```
! wB97M-V def2-TZVPD RIJCOSX def2/J DEFGRID3
* xyz 0 1
N 1.957 -0.163 -0.536
C 0.640 -0.224 -0.125
C 0.129 0.501 0.973
N -1.168 0.691 1.067
C -1.914 0.033 0.168
N -1.474 -0.919 -0.637
N -0.166 -1.035 -0.799
H 2.319 0.780 -0.595
H 2.067 -0.660 -1.415
H 0.766 0.864 1.777
H -2.973 0.255 0.113
*
```


Entry 7:
A molecular structure, C2H2BO5. Source: the Open Molecules 2025 dataset; level of theory: the ωB97M-V functional and the def2-TZVPD basis.

For the total energy, the calculation gives -13024.11480 eV. For the LUMO energy, the calculation gives 3.69 eV. The value obtained for the HOMO-LUMO gap is 0.28394 Ha. As for the relative energy (zero: lowest compared OMol25 entry of this formula, charge and spin): 93.0 kJ/mol.

```
! wB97M-V def2-TZVPD RIJCOSX def2/J DEFGRID3
* xyz -1 1
B -0.620 0.181 0.165
C 0.941 0.750 0.163
C 1.297 -0.721 0.027
O 2.374 -1.317 0.105
O 1.611 1.708 -0.136
O 0.174 -1.267 -0.063
O -1.273 0.262 -1.089
O -1.437 0.189 1.383
H -0.724 -0.035 -1.718
H -2.344 0.250 1.162
*
```


Entry 8:
A single C15H12N2O5S molecule. Source: the Open Molecules 2025 dataset; level of theory: the ωB97M-V functional and the def2-TZVPD basis.

For the total energy, the calculation gives -39799.22072 eV. For the LUMO energy, the calculation gives 0.35 eV. The value obtained for the HOMO-LUMO gap is 0.33324 Ha. As for the relative energy (zero: lowest compared OMol25 entry of this formula, charge and spin): 0.7 kJ/mol. The SMILES is O=c1c2sccc2n(C[C@H]2COc3ccccc3O2)c(=O)n1O.

```
! wB97M-V def2-TZVPD RIJCOSX def2/J DEFGRID3
* xyz 0 1
O 1.014 -4.162 0.667
C 0.653 -3.048 0.853
C -0.441 -2.422 0.000
S -1.111 -3.067 -1.516
C -2.177 -1.664 -1.621
C -2.016 -0.879 -0.513
C -0.967 -1.248 0.382
N -0.487 -0.598 1.596
C -1.010 0.746 2.099
C -0.359 2.001 1.378
C 1.146 1.876 1.280
O 1.587 0.901 0.378
C 1.038 1.135 -0.907
C 1.615 0.686 -2.099
C 0.968 0.789 -3.294
C -0.198 1.564 -3.382
C -0.778 2.147 -2.229
C -0.183 1.812 -0.973
O -0.951 2.141 0.139
C 0.671 -1.133 2.238
O 1.176 -0.530 3.265
N 1.057 -2.460 1.970
O 1.969 -3.070 2.912
H -2.812 -1.566 -2.495
H -2.505 0.093 -0.490
H -2.108 0.781 2.018
H -0.854 1.010 3.197
H -0.448 2.998 1.994
H 1.552 1.723 2.248
H 1.522 2.892 0.966
H 2.580 0.061 -2.013
H 1.265 0.353 -4.251
H -0.711 1.541 -4.270
H -1.774 2.593 -2.286
H 2.074 -3.996 2.758
*
```


Entry 9:
A gas-phase ion, C5H11BNO3 (charge +1). Source: the Open Molecules 2025 dataset; level of theory: the ωB97M-V functional and the def2-TZVPD basis.

For the total energy, the calculation gives -13666.46094 eV. For the LUMO energy, the calculation gives -3.04 eV. The value obtained for the HOMO-LUMO gap is 0.36280 Ha. As for the relative energy (zero: lowest compared OMol25 entry of this formula, charge and spin): 89.3 kJ/mol. The SMILES is CC1=C[N@H+](C)[C@@H](B(O)O)O1.

```
! wB97M-V def2-TZVPD RIJCOSX def2/J DEFGRID3
* xyz 1 1
C -2.424 1.913 0.358
C -1.174 1.062 0.305
C -0.887 -0.004 1.077
N 0.345 -0.642 0.754
C 1.252 -0.640 1.863
C 0.801 0.218 -0.422
B 1.003 -0.770 -1.907
O 0.115 -1.688 -2.112
O 2.044 -0.434 -2.536
O -0.223 1.263 -0.605
H -2.187 3.035 0.193
H -2.846 1.703 1.318
H -3.004 1.417 -0.385
H -1.629 -0.536 1.675
H 0.160 -1.614 0.476
H 1.249 0.320 2.297
H 0.822 -1.474 2.585
H 2.370 -0.836 1.633
H 1.696 0.794 -0.321
H 0.202 -2.261 -2.845
H 2.316 -0.828 -3.399
*
```